C32H80AuGe2NSbSi6 as an isolated structure, computed with wB97M-V/def2-TZVPD.

```
123
Properties=species:S:1:pos:R:3:forces:R:3:mulliken_charge:R:1
Au 1.16063 -0.25352 -0.34704 -0.337 -0.253 -0.244 1.5865
C 3.43077 -3.39086 -0.80599 0.114 -0.098 -0.095 -0.9400
Si 3.77632 -2.71026 0.90722 -0.193 0.129 -0.206 0.6339
C 5.53998 -3.05453 1.37939 0.098 0.056 0.049 -1.2199
C 2.53025 -3.45234 2.08859 0.010 -0.066 0.039 -0.9063
Ge 3.56894 -0.24834 1.15778 0.351 -0.012 0.480 -0.6550
Si 4.22051 0.04672 3.52373 -0.223 -0.010 -0.168 0.9546
C 3.65396 -1.40974 4.53263 0.079 -0.057 0.083 -1.0694
C 3.67498 1.64146 4.33839 0.054 0.020 0.101 -1.1897
C 6.06519 0.05288 3.18975 0.057 0.037 -0.029 -1.4196
Si 4.20474 1.94404 0.14960 -0.295 -0.079 -0.203 0.1618
C 3.82144 3.27477 1.38426 0.077 -0.020 0.149 -0.2742
C 3.20954 2.30986 -1.38072 0.079 0.060 -0.110 1.1764
C 6.02125 1.78236 -0.21923 0.083 -0.126 0.124 -1.0183
H 3.02322 -4.39896 -0.69003 -0.006 0.013 0.011 0.5617
H 4.34208 -3.48057 -1.39741 -0.060 -0.027 0.046 0.4839
H 2.71011 -2.79457 -1.37079 -0.020 -0.023 0.028 -0.2675
H 5.71443 -4.12818 1.25720 -0.006 0.012 -0.003 0.4870
H 5.75509 -2.80149 2.41772 -0.005 -0.037 -0.003 0.3286
H 6.25609 -2.52969 0.74343 -0.001 -0.034 -0.011 0.3433
H 1.84365 -4.10762 1.54794 -0.002 0.015 0.008 0.5001
H 1.94710 -2.71530 2.63142 0.003 0.009 0.079 -0.0967
H 3.04258 -4.06592 2.83311 0.000 -0.012 -0.024 0.5765
H 2.56680 -1.50935 4.53862 0.002 0.015 0.016 0.2965
H 3.97319 -1.25540 5.56786 0.001 -0.006 -0.016 0.4860
H 4.08608 -2.35311 4.19869 -0.025 -0.007 0.003 0.2468
H 3.31898 1.41756 5.34711 0.000 0.002 -0.017 0.4391
H 2.88676 2.17853 3.81846 0.022 0.025 -0.003 0.0538
H 4.52409 2.32016 4.44027 -0.009 -0.006 0.014 0.5388
H 6.37662 -0.61464 2.38375 0.036 0.005 0.032 0.3072
H 6.59897 -0.26514 4.09021 -0.016 0.008 -0.003 0.4689
H 6.41020 1.05993 2.94544 -0.009 -0.010 0.017 0.4249
H 2.76094 3.29009 1.64394 0.012 0.050 -0.015 -0.6749
H 4.05730 4.23639 0.91674 -0.006 -0.018 -0.016 0.5483
H 4.40314 3.20408 2.30156 0.013 0.033 -0.021 0.4701
H 2.21708 2.66760 -1.10537 0.020 -0.027 0.005 -0.9134
H 3.09007 1.44630 -2.03139 -0.022 0.004 -0.003 -1.3004
H 3.70808 3.09788 -1.95558 -0.016 -0.001 0.023 0.8132
H 6.58696 1.24911 0.54626 0.007 0.054 -0.002 0.2996
H 6.43746 2.79174 -0.29018 -0.012 -0.004 -0.001 0.4773
H 6.18916 1.28104 -1.16998 0.028 0.013 -0.022 0.2720
C -0.28195 -0.09185 4.40833 -0.026 0.012 0.027 -1.2219
C -0.51740 -1.21922 3.63708 -0.027 -0.006 -0.008 -0.6596
C -0.04278 -1.25562 2.34121 0.045 0.020 -0.022 -1.2123
N 0.63143 -0.23358 1.78698 0.113 0.300 0.139 1.6235
C 0.84590 0.86408 2.53591 -0.027 -0.121 0.109 -0.2586
C 0.41545 0.96465 3.84431 -0.019 0.001 -0.016 -0.9172
H -0.64034 -0.03534 5.42812 0.000 -0.001 -0.009 0.5425
H -1.06802 -2.06468 4.02592 0.007 0.004 -0.007 0.5590
H -0.21027 -2.12116 1.72350 0.016 -0.028 -0.016 0.2885
H 1.35719 1.68332 2.05117 0.004 -0.005 -0.013 0.1195
H 0.62051 1.86328 4.40932 -0.001 -0.001 -0.016 0.8631
C 0.48310 5.71321 1.28154 -0.004 0.064 -0.053 -1.1516
C -0.09577 5.20408 -0.03421 0.015 -0.080 0.111 0.2384
C 0.85756 5.48092 -1.19189 -0.052 0.065 0.010 -1.0585
Sb -0.56443 3.08967 0.04342 0.260 -0.412 -0.110 -0.4220
C -2.35086 2.98953 1.26090 -0.002 0.016 -0.120 0.2382
C -2.11006 3.52504 2.66872 -0.084 0.055 -0.024 -1.5168
C -2.85165 1.54699 1.30864 -0.006 0.024 0.044 -1.1624
C -1.33608 2.95168 -1.97888 0.020 -0.107 0.085 -0.0565
C -2.63794 2.17214 -2.10224 0.002 0.074 -0.106 -1.6756
C -0.25639 2.39785 -2.90451 -0.089 0.219 -0.148 -0.3053
H 0.68103 6.78538 1.20818 0.010 -0.014 0.001 0.4434
H 1.43541 5.22494 1.50656 -0.017 0.012 0.000 0.0911
H -0.18457 5.56694 2.12791 0.013 -0.016 0.004 0.2070
H -1.06646 5.66835 -0.22941 0.034 0.071 0.016 0.5574
H 1.83652 5.02756 -1.01131 -0.014 0.005 -0.012 0.1040
H 1.01293 6.55766 -1.29181 0.018 -0.008 0.012 0.5128
H 0.48069 5.12538 -2.15183 0.006 0.007 -0.003 0.2230
H -3.07543 3.62881 0.74999 -0.069 -0.067 0.030 0.7013
H -1.25618 3.03912 3.14775 -0.006 0.018 -0.002 0.1919
H -2.98690 3.32782 3.29088 0.011 -0.001 -0.003 0.4167
H -1.94543 4.60028 2.68283 0.006 0.002 0.001 0.3503
H -2.15724 0.91802 1.87714 -0.009 0.010 -0.010 0.0781
H -2.98112 1.10296 0.32228 0.008 -0.004 0.011 0.1441
H -3.82044 1.50421 1.81256 0.030 -0.011 0.029 0.5150
H -1.51796 3.99706 -2.24459 0.021 -0.017 -0.076 0.6571
H -2.51014 1.12500 -1.80933 -0.004 0.001 0.030 -0.0069
H -2.98577 2.18234 -3.13885 -0.013 -0.002 0.011 0.4565
H -3.43664 2.59911 -1.49672 0.019 -0.032 0.037 0.4747
H 0.02880 1.36946 -2.59792 -0.002 -0.042 0.010 -0.3627
H 0.65254 3.00218 -2.90207 0.034 -0.066 0.055 0.2019
H -0.61973 2.35615 -3.93436 -0.003 -0.033 0.011 0.4536
C -0.67756 -3.06228 -0.55592 0.078 -0.060 0.129 -0.4084
Si -0.46653 -2.93833 -2.38925 -0.382 0.095 0.222 0.4035
C 0.56584 -4.31883 -3.08594 0.333 0.187 -0.110 -1.0393
C -2.14920 -2.77475 -3.12863 0.003 0.120 -0.236 -1.1526
Ge 1.21371 -0.98360 -2.77005 0.001 0.580 0.231 0.1374
Si 0.04367 -0.55599 -5.17537 -0.024 -0.634 -0.149 0.5996
C 0.94846 0.72545 -6.14312 0.195 0.110 0.163 -1.1089
C 0.21657 -2.22538 -5.96821 -0.043 -0.062 0.022 -1.1298
C -1.69688 -0.06580 -4.76217 -0.037 0.090 -0.019 -0.6791
Si 3.58441 -0.68599 -3.68519 0.115 0.276 -0.291 0.9309
C 4.90472 -0.90288 -2.39859 -0.038 -0.218 0.163 -0.8089
C 3.65470 -2.09995 -4.89348 -0.160 -0.063 -0.024 -1.3292
C 3.77262 0.99378 -4.47554 -0.063 0.065 -0.038 -1.3478
H -1.22168 -3.98556 -0.32684 0.004 0.021 -0.018 0.6598
H -1.26860 -2.22175 -0.18698 -0.011 -0.019 -0.002 0.2261
H 0.28416 -3.09165 -0.04116 -0.002 -0.048 -0.010 -0.4753
H -0.13846 -5.07976 -3.43828 0.005 0.001 0.013 0.5115
H 1.19887 -4.75475 -2.31340 -0.028 -0.020 0.004 0.3580
H 1.20054 -4.05158 -3.93184 -0.070 -0.051 -0.017 0.3078
H -2.66235 -3.70955 -2.87349 0.013 0.013 0.045 0.5089
H -2.17253 -2.67855 -4.21035 -0.027 -0.094 0.032 0.3172
H -2.71990 -1.95281 -2.69593 -0.004 -0.042 0.038 0.3222
H 1.97397 0.44510 -6.37336 -0.027 -0.009 -0.074 0.2724
H 0.94199 1.71827 -5.69481 -0.025 0.001 -0.038 0.3282
H 0.39970 0.78262 -7.09200 -0.029 -0.007 0.029 0.5063
H 1.22710 -2.62227 -5.89388 -0.018 0.003 -0.068 0.2723
H -0.01011 -2.11629 -7.03437 -0.017 0.022 0.018 0.4843
H -0.46957 -2.96974 -5.56562 -0.004 0.016 -0.023 0.3323
H -1.91178 0.88448 -5.25506 -0.001 0.005 0.001 0.5283
H -1.90120 0.05856 -3.70186 -0.014 -0.003 -0.005 -0.2889
H -2.38514 -0.81455 -5.15538 -0.002 0.059 -0.040 0.7141
H 5.23125 -1.94128 -2.34671 0.007 0.084 -0.026 0.3655
H 4.62326 -0.58432 -1.39470 0.022 0.038 -0.019 -0.6562
H 5.75854 -0.30416 -2.72536 -0.013 0.015 -0.015 0.6395
H 3.19972 -3.02256 -4.52602 0.088 -0.008 0.011 0.3263
H 4.71359 -2.31126 -5.07333 -0.004 0.014 -0.009 0.5506
H 3.19572 -1.84662 -5.84897 0.051 0.008 -0.006 0.3542
H 4.53980 1.55752 -3.94365 0.013 -0.028 -0.012 0.5035
H 2.87120 1.60148 -4.48867 0.006 0.022 0.013 0.2718
H 4.10709 0.87076 -5.50908 0.009 -0.007 0.022 0.4358
```
Forces are in eV/Å.

## Properties
- calculated total energy (eV) = -206478.198
- charge = +3
- Kohn-Sham gap (alpha / beta) (eV) = 4.2 / 4.2
- ΔE to the lowest compared entry with this formula, charge and spin (eV) = 1.829
- HOMO level (alpha / beta) (eV) = -14.8 / -14.8